Entry 1:
Density functional theory data (the ωB97M-V functional and the def2-TZVPD basis) for C21H27N4O10S3Sc as an isolated structure.

Summary:
**HOMO-LUMO gap**: 8.6 eV
**Lowest unoccupied orbital energy**: 0.3782 eV
**Total charge**: 0
**ΔE to the lowest compared entry with this formula, charge and spin**: 0.0 kJ/mol

Positions of all 66 atoms, in Å:
Sc: 0.43939 1.02628 -0.94006
N: 0.37220 0.78980 -3.30899
N: 0.29737 -0.57486 -3.63722
C: 0.76346 -1.45597 -2.64566
O: 0.97830 -2.61795 -2.93254
O: 0.87413 -0.91340 -1.47214
H: -0.40146 1.29843 -3.71744
H: 1.24632 1.21948 -3.60075
H: 0.57288 -0.83910 -4.57192
O: -1.06154 4.85219 -0.66460
S: -0.08393 3.80970 -0.67473
O: 0.01114 3.04589 -1.94207
O: -0.22352 2.77762 0.36877
C: 1.51236 4.58002 -0.41341
C: 1.47887 5.95908 -0.28386
C: 2.64226 6.68443 -0.06060
C: 3.85146 6.02702 0.03612
C: 3.89835 4.64478 -0.09436
C: 2.74593 3.90911 -0.31880
S: 3.00134 2.13979 -0.47677
O: 4.40581 1.91331 -0.36248
O: 2.14291 1.48236 0.52487
O: 2.39511 1.75628 -1.77467
H: 0.52344 6.45770 -0.35679
H: 2.59042 7.76050 0.03804
H: 4.76561 6.57833 0.21153
H: 4.83777 4.11617 -0.02528
C: -2.57366 1.27149 -2.25045
O: -1.69257 0.68166 -1.28972
H: -2.53633 0.71073 -3.18875
H: -2.27069 2.30206 -2.41607
H: -3.59159 1.24367 -1.86609
H: -2.23032 0.02719 -0.76685
N: 1.70637 -1.45523 1.11472
C: 0.69581 -0.86630 1.78170
C: 0.53086 -1.09975 3.16445
C: -0.53629 -0.54894 3.81887
C: -1.44851 0.23341 3.10703
C: -1.19149 0.46027 1.77867
N: -0.13919 -0.04886 1.11018
H: 2.34332 -2.04488 1.61504
H: 1.69245 -1.47692 0.10221
H: 1.25019 -1.72323 3.68014
H: -0.67239 -0.72676 4.87858
H: -2.30871 0.68429 3.57856
H: -1.83551 1.11083 1.20426
C: 1.26232 -5.07716 2.04857
C: 0.11649 -4.42081 1.32991
C: 0.08375 -4.35233 -0.05437
C: -0.97353 -3.73218 -0.70823
C: -1.99749 -3.17902 0.03762
C: -1.97586 -3.21193 1.42912
C: -0.92508 -3.84207 2.06281
S: -3.27395 -2.31589 -0.83580
C: -4.70287 -3.20952 -0.23430
O: -3.40315 -0.94981 -0.19618
H: 2.11176 -5.22804 1.38361
H: 0.96937 -6.05287 2.44155
H: 1.58672 -4.47384 2.89880
H: 0.89761 -4.74700 -0.64976
H: -0.96221 -3.65926 -1.78753
H: -2.74805 -2.71623 2.00431
H: -0.89090 -3.86569 3.14535
H: -4.74789 -3.12247 0.84931
H: -4.61465 -4.25179 -0.53756
H: -5.58053 -2.75379 -0.68789

Entry 2:
Density functional theory data (the ωB97M-V functional and the def2-TZVPD basis) for the molecule C4H7NO2.

Summary:
**HOMO-LUMO gap (alpha / beta)**: 8.6 / 8.6 eV
**Lowest unoccupied orbital energy (alpha / beta)**: 0.4059 / 0.4055 eV
**Total charge**: 0
**ΔE to the lowest compared entry with this formula, charge and spin**: 442.3 kJ/mol

Positions of all 14 atoms, in Å:
O: -2.11474 -0.20682 0.65898
C: -1.00880 0.13696 -0.14955
C: -0.08264 1.06721 0.61698
O: 1.08214 1.39636 -0.08862
C: 1.76088 0.33629 -0.41557
N: 1.24358 -0.82700 0.00493
C: -0.13069 -1.06405 -0.55099
H: -1.75845 -0.42040 1.53360
H: -1.44320 0.61345 -1.03891
H: -0.53123 1.98818 0.98046
H: 0.79218 -0.33471 0.97621
H: 2.76522 0.50461 -0.79203
H: -0.05686 -1.20544 -1.63195
H: -0.51739 -1.98463 -0.10355

Entry 3:
Density functional theory data (the ωB97M-V functional and the def2-TZVPD basis) for the molecule C19H22N2O6S in a non-equilibrium geometry.

Summary:
**HOMO-LUMO gap**: 9.2 eV
**Lowest unoccupied orbital energy**: 0.4928 eV
**Total charge**: 0
**ΔE to the lowest compared entry with this formula, charge and spin**: 44.5 kJ/mol
**SMILES**: CCOC(=O)c1ccc(NC(=O)CN(C)S(=O)(=O)c2ccc(OC)cc2)cc1

Positions of all 50 atoms, in Å:
C: -6.23019 -0.12121 -1.19825
C: -5.59087 -0.04918 0.17570
H: -5.61461 0.97125 0.57554
H: -6.10501 -0.70229 0.88991
O: -4.23123 -0.46667 0.06373
C: -3.53963 -0.52894 1.21113
O: -4.01968 -0.25298 2.28449
C: -2.13714 -0.94966 1.00484
C: -1.66197 -1.36273 -0.23667
C: -0.33087 -1.68272 -0.40878
C: 0.55181 -1.58432 0.66571
C: 0.06690 -1.22100 1.92357
C: -1.26285 -0.90673 2.08988
H: -1.64884 -0.60706 3.05199
H: 0.75211 -1.16676 2.75651
N: 1.92506 -1.79324 0.54302
C: 2.64619 -1.91408 -0.60170
O: 2.18934 -2.11118 -1.70555
C: 4.14931 -1.73204 -0.37281
N: 4.44266 -0.30895 -0.41143
S: 3.93921 0.57147 0.92500
O: 3.76351 -0.32936 2.04319
O: 4.81437 1.68988 1.10329
C: 2.31023 1.15155 0.46929
C: 1.85833 1.11517 -0.83304
C: 0.55098 1.47047 -1.12013
C: -0.30235 1.87871 -0.09553
C: 0.18730 1.96051 1.21277
C: 1.48345 1.58898 1.49189
H: 1.86936 1.61820 2.49821
H: -0.48139 2.29465 1.98902
O: -1.60072 2.21206 -0.25615
C: -2.19010 2.07341 -1.52977
H: -2.12605 1.04161 -1.88530
H: -1.73065 2.74673 -2.25988
H: -3.23559 2.34565 -1.39709
H: 0.20788 1.41330 -2.14003
H: 2.51700 0.78670 -1.62076
C: 5.68751 0.07836 -1.03615
H: 5.84307 1.13160 -0.81860
H: 5.61406 -0.06834 -2.11482
H: 6.53693 -0.49142 -0.64677
H: 4.46098 -2.17250 0.58211
H: 4.68014 -2.21490 -1.19464
H: 2.46190 -1.56154 1.37872
H: 0.03783 -1.99072 -1.37254
H: -2.34539 -1.43150 -1.06886
H: -5.70363 0.52749 -1.89346
H: -7.26766 0.19357 -1.13469
H: -6.19098 -1.13932 -1.57614

Entry 4:
Density functional theory data (the ωB97M-V functional and the def2-TZVPD basis) for a 2-piece molecular cluster, C10H19BClFIN5O4 overall in a non-equilibrium geometry.

Summary:
**HOMO-LUMO gap**: 6.0 eV
**Lowest unoccupied orbital energy**: -1.2633 eV
**Total charge**: 0
**ΔE to the lowest compared entry with this formula, charge and spin**: 182.3 kJ/mol

Positions of all 42 atoms, in Å:
C: 0.58466 0.62213 -3.02454
C: -0.12208 -0.76474 -2.75390
C: 0.70915 -1.56371 -1.69976
F: 0.52196 -2.95672 -1.79609
N: 0.35604 -1.10910 -0.33085
C: -0.86871 -1.25249 0.30415
C: -2.19575 -1.87145 -0.21520
C: -3.13512 -0.65175 -0.66447
N: -4.08942 -0.23423 0.38676
C: -0.78345 -0.71164 1.63920
I: -2.24103 -0.64092 3.19446
N: 0.54614 -0.23091 1.65593
B: 0.99164 0.46449 2.92950
O: 1.37279 -0.26011 4.08409
N: 1.01756 1.92080 3.00444
C: 0.91690 2.56185 1.66534
C: -0.09966 2.48125 3.82754
C: 1.23443 -0.46498 0.51737
Cl: 2.88795 -0.02448 0.18472
H: 1.68985 0.57304 -2.86647
H: 0.32961 0.92887 -4.06445
H: 0.20108 1.39384 -2.29864
H: -1.11360 -0.53968 -2.28962
H: -0.29864 -1.36957 -3.67109
H: 1.81682 -1.41678 -1.79641
H: -1.95382 -2.41641 -1.16524
H: -2.70496 -2.51212 0.53642
H: -3.68881 -0.87893 -1.60458
H: -2.45774 0.22291 -0.88172
H: -3.69720 0.57805 0.87159
H: -4.95949 0.11515 -0.01745
H: 2.29579 -0.53159 3.91135
H: 0.01887 2.26038 1.06851
H: 1.84316 2.39047 1.05598
H: 0.88209 3.67093 1.84167
H: -0.72069 1.72068 4.35311
H: 0.27153 3.19453 4.60615
H: -0.77751 3.03936 3.12841
N: 3.85921 -1.43740 -3.40869
O: 4.48379 -0.61304 -2.70557
O: 2.71762 -1.14802 -3.84413
O: 4.35902 -2.53794 -3.66780